{
  "formula": "C23H17F3O2",
  "method": "the ωB97M-V functional and the def2-TZVPD basis",
  "species": ["F", "C", "C", "C", "F", "C", "C", "C", "C", "C", "C", "C", "C", "F", "C", "C", "H", "H", "H", "H", "H", "H", "H", "H", "C", "C", "C", "C", "C", "C", "C", "C", "C", "C", "O", "O", "H", "H", "H", "H", "H", "H", "H", "H", "H"],
  "coordinates": [[1.55693, 4.61429, -1.16296], [1.64792, 3.23902, -1.09799], [2.90679, 2.65063, -1.06718], [2.93799, 1.25538, -1.03884], [4.16242, 0.62327, -1.03426], [1.77444, 0.49534, -0.97713], [0.52535, 1.12284, -0.84305], [-0.67099, 0.20378, -0.62315], [-2.08051, 0.80989, -0.75106], [-3.08818, -0.00250, -1.28686], [-4.40256, 0.46678, -1.39450], [-4.69626, 1.79357, -1.05846], [-3.68148, 2.56908, -0.50087], [-3.92851, 3.88500, -0.18817], [-2.40608, 2.06101, -0.24398], [0.45526, 2.50372, -1.04418], [3.81734, 3.23585, -1.04871], [1.84824, -0.59588, -1.03300], [-0.59429, -0.50240, -1.46994], [-2.85827, -1.01966, -1.60215], [-5.19599, -0.19314, -1.75938], [-5.69054, 2.22349, -1.19617], [-1.69021, 2.64882, 0.32553], [-0.49627, 3.01402, -1.13946], [-2.64310, -1.82288, 1.64695], [-1.76605, -0.60174, 1.56792], [-0.57624, -0.69837, 0.58017], [0.69237, -0.55445, 1.44176], [1.82126, -1.54939, 1.23150], [1.68695, -2.75523, 0.51110], [2.82774, -3.42485, 0.05740], [4.09933, -2.91053, 0.33194], [4.23096, -1.77702, 1.14557], [3.09967, -1.14533, 1.65502], [0.84703, 0.35325, 2.23945], [-2.02878, 0.40355, 2.18941], [-2.20780, -2.70473, 1.16113], [-2.82717, -2.03021, 2.70756], [-3.60557, -1.60887, 1.16282], [-0.60893, -1.72042, 0.18286], [0.69071, -3.14831, 0.30165], [2.71515, -4.33992, -0.52560], [4.98854, -3.41036, -0.05288], [5.21725, -1.37539, 1.38207], [3.19411, -0.28097, 2.31816]],
  "mulliken_charge": [-0.33, 0.31, -1.05, 0.20, -0.34, -0.89, -0.10, 0.52, -0.32, -0.39, -0.72, -0.59, -0.29, -0.33, -0.39, -0.94, 0.50, 0.83, 0.48, 0.46, 0.40, 0.43, 1.13, 0.97, -1.40, 0.57, 2.12, -0.52, 0.07, -0.04, -0.65, -0.42, -0.56, -0.55, -0.62, -0.55, 0.31, 0.44, 0.27, -0.04, 0.36, 0.39, 0.40, 0.40, 0.47],
  "charge": 0,
  "relative_energy_kcal_mol": 0.00,
  "orbital_gap_ev": 9.05,
  "fmax_ha_per_bohr": 0.0439,
  "energy_ha": -1336.6933,
  "smiles": "CC(=O)[C@H](C(=O)c1ccccc1)[C@@H](c1cccc(F)c1)c1cc(F)cc(F)c1",
  "lumo_ev": -0.24
}

{
  "formula": "C23H17IN3O2ReSe",
  "method": "the ωB97M-V functional and the def2-TZVPD basis",
  "species": ["Re", "C", "C", "N", "C", "C", "C", "O", "C", "C", "N", "C", "C", "C", "C", "C", "C", "I", "C", "O", "H", "H", "H", "H", "H", "H", "H", "H", "H", "H", "H", "H", "Se", "C", "N", "C", "C", "C", "C", "C", "C", "C", "C", "H", "H", "H", "H", "H"],
  "coordinates": [[-0.42929, -0.40133, 0.61747], [3.08689, -2.51838, 2.64730], [3.24501, -1.03585, 2.51783], [4.21528, -0.42513, 3.16365], [4.37030, 0.90383, 3.05170], [3.57601, 1.70042, 2.26282], [3.80464, 3.18778, 2.15701], [2.59780, 3.93287, 2.28124], [2.52559, 1.07289, 1.56487], [1.76035, 1.79234, 0.57401], [0.66428, 1.38394, 0.02743], [0.15036, 2.18835, -1.04312], [-0.02104, 3.55610, -0.88570], [-0.53786, 4.31250, -1.92621], [-0.88883, 3.70741, -3.12305], [-0.72195, 2.33843, -3.28813], [-0.20600, 1.59236, -2.24487], [0.03182, -0.47701, -2.47946], [2.34851, -0.29688, 1.71620], [1.36273, -0.93390, 1.07709], [3.76765, -2.88728, 3.40911], [3.31432, -3.01102, 1.69989], [2.06257, -2.78239, 2.91235], [5.17893, 1.33454, 3.63081], [4.21670, 3.44155, 1.17786], [4.54173, 3.49466, 2.90113], [2.35953, 3.98855, 3.21250], [2.18129, 2.72206, 0.20469], [0.23196, 4.01844, 0.06126], [-0.67313, 5.37736, -1.79494], [-1.29893, 4.29437, -3.93321], [-0.99547, 1.86050, -4.21831], [-2.64623, -4.00664, 2.82383], [-1.91744, -2.75826, 1.93629], [-1.40832, -1.87140, 1.30089], [-2.02454, 0.72123, 0.19465], [-2.97955, 1.42835, -0.09653], [-4.09093, 2.24831, -0.43564], [-5.18664, 1.69779, -1.10906], [-6.26055, 2.50175, -1.44509], [-6.24814, 3.85219, -1.11954], [-5.16102, 4.40331, -0.45255], [-4.08432, 3.60771, -0.10698], [-5.18240, 0.64529, -1.35834], [-7.10963, 2.07596, -1.96200], [-7.09055, 4.47720, -1.38392], [-5.15814, 5.45436, -0.19734], [-3.23416, 4.02300, 0.41789]],
  "mulliken_spin": [2.88, 0.00, -0.04, 0.00, 0.01, 0.01, 0.00, 0.00, 0.00, -0.08, -0.01, 0.01, 0.00, 0.00, 0.00, -0.01, -0.01, 0.12, 0.08, 0.10, 0.00, 0.00, 0.00, 0.00, 0.00, 0.00, 0.00, 0.00, 0.00, 0.00, 0.00, 0.00, 0.08, 0.04, -0.16, -0.18, 0.12, -0.01, 0.03, -0.01, 0.03, -0.01, 0.03, 0.00, 0.00, 0.00, 0.00, 0.00],
  "charge": 1,
  "relative_energy_kcal_mol": 6.14,
  "orbital_gap_ev": [5.45, 6.58],
  "fmax_ha_per_bohr": 0.0107,
  "energy_ha": -3978.4834,
  "multiplicity": 4,
  "lumo_ev": [-5.68, -4.93]
}

{
  "formula": "C23H17IrN3O4",
  "method": "the ωB97M-V functional and the def2-TZVPD basis",
  "species": ["Ir", "C", "O", "C", "C", "C", "C", "C", "C", "N", "N", "C", "C", "O", "C", "C", "C", "C", "C", "C", "C", "C", "H", "H", "H", "H", "H", "H", "H", "H", "H", "H", "H", "H", "H", "O", "C", "O", "C", "C", "C", "C", "C", "N", "H", "H", "H", "H"],
  "coordinates": [[0.22555, -0.10715, 0.38030], [2.80660, 1.88697, -0.29056], [1.38813, 1.61914, -0.44234], [0.54884, 2.69228, -0.62964], [0.99291, 3.98088, -0.86321], [0.06750, 4.99140, -1.07022], [-1.29387, 4.71722, -1.05834], [-1.73202, 3.43069, -0.82334], [-0.81351, 2.40916, -0.59407], [-1.20011, 1.08225, -0.27096], [-2.45833, 0.83105, -0.45241], [-3.08019, -0.22072, 0.03486], [-2.42766, -1.26933, 0.81779], [-1.25148, -1.15125, 1.25557], [-3.15478, -2.46394, 1.10770], [-4.45343, -2.57935, 0.76727], [-5.18285, -1.51928, 0.11955], [-6.55243, -1.63555, -0.12680], [-7.25053, -0.59900, -0.70702], [-6.58664, 0.57769, -1.05298], [-5.23270, 0.70804, -0.82163], [-4.50941, -0.33770, -0.24060], [2.96075, 2.61857, 0.49936], [3.20289, 2.24147, -1.23919], [3.27164, 0.95081, -0.01485], [2.04753, 4.20970, -0.88963], [0.41828, 5.99977, -1.24368], [-2.00861, 5.51056, -1.22828], [-2.78468, 3.19443, -0.79643], [-2.63347, -3.25143, 1.63643], [-4.98079, -3.49712, 1.00251], [-7.06498, -2.54786, 0.15347], [-8.31150, -0.69628, -0.89230], [-7.13547, 1.39424, -1.50279], [-4.71526, 1.61856, -1.08607], [3.95906, -1.62722, 0.26192], [2.76873, -1.57933, 0.41948], [2.10088, -0.58479, 0.95138], [1.85739, -2.67976, -0.01214], [2.25715, -4.00188, -0.02426], [1.31752, -4.96590, -0.34604], [0.02708, -4.56527, -0.66397], [-0.28112, -3.21942, -0.64958], [0.61978, -2.29265, -0.31997], [3.28120, -4.23668, 0.22972], [1.58461, -6.01411, -0.34692], [-0.73575, -5.28329, -0.93047], [-1.26888, -2.87102, -0.92639]],
  "mulliken_charge": [1.34, -0.78, -0.51, 1.00, -0.57, -0.62, -0.90, -0.14, 0.13, -0.05, -0.36, 0.51, 0.57, -0.92, -0.36, -0.83, 0.80, -0.87, -0.55, -0.80, -0.31, 0.55, 0.46, 0.35, 0.09, 0.42, 0.41, 0.41, 0.39, 0.54, 0.41, 0.41, 0.41, 0.42, 0.35, -0.58, 0.44, -0.73, 0.59, -0.68, -0.22, -0.89, -0.11, -0.28, 0.48, 0.45, 0.42, 0.70],
  "charge": 1,
  "relative_energy_kcal_mol": 42.13,
  "orbital_gap_ev": [5.67, 6.14],
  "fmax_ha_per_bohr": 0.0291,
  "energy_ha": -1455.9369,
  "lumo_ev": [-5.54, -4.92]
}